57
Properties=species:S:1:pos:R:3:lowdin_charge:R:1 method="wB97M-V/def2-TZVPD" homo_lumo_gap_ev=7.1 energy_ha=-2145.57405 fmax_ev_per_a=1.2 smiles="COc1ccc(-n2c(O)c(/C=N/NS(=O)(=O)c3cccc([N+](=O)[O-])c3)c3ccccc3c2=O)cc1OC" lumo_energy_ev=-0.787 molar_mass_g_mol=524.51
C 5.05 -3.49 -2.01 -0.072
H 5.41 -4.17 -1.23 0.091
O 3.65 -3.54 -2.14 -0.060
C 2.83 -3.00 -1.20 -0.196
C 1.51 -2.82 -1.62 0.002
C 0.54 -2.31 -0.79 -0.013
C 0.89 -1.95 0.50 -0.197
C 2.19 -2.12 0.95 0.062
C 3.17 -2.66 0.12 -0.171
O 4.45 -2.89 0.55 -0.110
C 4.76 -2.66 1.90 -0.077
H 4.12 -3.24 2.56 0.101
H 4.69 -1.59 2.16 0.097
H 5.80 -2.98 2.02 0.096
H 2.43 -1.84 1.96 0.118
N -0.09 -1.42 1.39 0.123
C -0.68 -0.24 1.09 -0.220
C -1.71 0.30 1.84 -0.078
C -2.28 1.56 1.47 -0.040
N -1.87 2.21 0.44 -0.055
N -2.36 3.45 0.13 -0.125
S -2.55 3.62 -1.56 0.677
O -3.43 2.62 -2.07 -0.276
O -2.85 5.00 -1.77 -0.283
C -0.86 3.24 -2.02 -0.268
C -0.56 1.96 -2.42 0.006
C 0.78 1.64 -2.62 -0.133
C 1.78 2.59 -2.44 0.028
C 1.44 3.88 -2.06 -0.032
C 0.11 4.20 -1.84 -0.031
H -0.19 5.19 -1.53 0.121
H 2.21 4.62 -1.94 0.114
H 2.81 2.30 -2.59 0.125
N 1.14 0.28 -2.98 -0.343
O 0.24 -0.46 -3.31 0.098
O 2.31 -0.01 -2.94 0.101
H -1.34 1.23 -2.57 0.132
H -3.17 3.76 0.67 0.125
H -3.07 1.98 2.10 0.122
C -2.17 -0.44 3.00 -0.108
C -3.23 -0.03 3.82 -0.029
C -3.61 -0.78 4.91 -0.071
C -2.95 -1.96 5.23 -0.075
C -1.92 -2.39 4.44 -0.004
C -1.52 -1.65 3.33 -0.071
C -0.42 -2.18 2.52 -0.345
O 0.18 -3.20 2.77 0.102
H -1.38 -3.31 4.65 0.120
H -3.26 -2.54 6.09 0.103
H -4.43 -0.44 5.53 0.106
H -3.77 0.88 3.61 0.095
O -0.16 0.38 0.03 0.112
H -0.67 1.23 -0.08 0.064
H -0.47 -2.19 -1.14 0.125
H 1.27 -3.10 -2.64 0.126
H 5.44 -3.81 -2.97 0.093
H 5.40 -2.48 -1.79 0.098


134
Properties=species:S:1:pos:R:3:lowdin_charge:R:1 method="wB97M-V/def2-TZVPD" homo_lumo_gap_ev="6.7 / 6.1" energy_ha=-5925.16873 fmax_ev_per_a=0.7 multiplicity=2 lumo_energy_ev="0.059 / -0.533" molar_mass_g_mol=1115.66
Cs -0.44 -0.12 0.41 0.675
C 4.80 -0.92 -3.24 -0.126
C 3.79 0.23 -3.15 -0.551
C 4.46 1.44 -2.50 -0.110
P 2.29 -0.31 -2.18 1.052
C 0.97 0.84 -2.80 -0.397
N 1.25 2.25 -2.52 -0.168
Ge 0.96 3.04 -0.79 0.992
N 2.37 3.67 0.41 -0.146
C 2.58 3.16 1.75 -0.383
P 2.21 1.35 1.99 0.948
C 3.65 0.52 1.18 -0.584
C 3.58 -0.98 1.46 -0.132
C 5.06 1.06 1.36 -0.097
C 2.48 1.24 3.83 -0.550
C 3.58 2.08 4.47 -0.107
C 1.13 1.52 4.52 -0.138
C 3.37 4.39 -0.23 -0.237
C 4.66 4.64 0.23 -0.029
C 5.58 5.31 -0.58 -0.082
C 5.24 5.74 -1.85 -0.087
C 3.94 5.55 -2.30 -0.019
C 3.03 4.92 -1.49 -0.183
N 1.61 4.77 -1.83 -0.060
C 1.34 4.52 -3.23 -0.167
C 1.24 5.53 -4.16 -0.025
C 1.04 5.22 -5.50 -0.087
C 0.95 3.89 -5.87 -0.082
C 1.02 2.87 -4.92 -0.010
C 1.20 3.16 -3.56 -0.223
C 0.78 5.84 -1.27 -0.160
C 1.15 7.17 -1.24 -0.020
C 0.24 8.13 -0.81 -0.087
C -1.03 7.72 -0.42 -0.081
C -1.39 6.38 -0.42 -0.031
C -0.48 5.40 -0.82 -0.260
N -0.67 4.04 -0.80 -0.164
C -2.02 3.47 -0.69 -0.354
P -2.55 2.60 0.89 1.001
C -2.31 3.75 2.34 -0.554
C -2.49 2.92 3.62 -0.134
C -0.89 4.33 2.39 -0.121
C -4.39 2.79 0.60 -0.564
C -4.84 2.05 -0.66 -0.127
C -5.24 2.32 1.78 -0.123
C 1.83 -1.89 -3.04 -0.561
C 1.54 -1.76 -4.54 -0.107
C 0.67 -2.57 -2.32 -0.158
H 5.75 -0.55 -3.61 0.079
H 4.47 -1.72 -3.90 0.063
H 4.98 -1.35 -2.25 0.075
H 3.48 0.50 -4.16 0.101
H 4.87 1.18 -1.53 0.060
H 3.77 2.27 -2.36 0.047
H 5.29 1.79 -3.13 0.084
H 0.01 0.50 -2.39 -0.014
H 0.85 0.70 -3.87 0.051
H 1.96 3.70 2.48 0.075
H 3.61 3.35 2.06 0.053
H 3.39 0.64 0.12 0.017
H 3.88 -1.21 2.49 0.073
H 4.25 -1.53 0.79 0.076
H 2.57 -1.38 1.31 0.044
H 5.40 1.00 2.39 0.063
H 5.16 2.09 1.02 0.051
H 5.76 0.46 0.76 0.080
H 2.71 0.18 3.99 0.096
H 3.40 3.15 4.32 0.073
H 4.57 1.85 4.09 0.056
H 3.59 1.91 5.55 0.079
H 0.82 2.55 4.35 0.063
H 1.21 1.37 5.59 0.080
H 0.35 0.86 4.13 0.059
H 4.98 4.33 1.21 0.093
H 6.58 5.47 -0.20 0.104
H 5.97 6.24 -2.48 0.099
H 3.63 5.89 -3.28 0.114
H 1.30 6.56 -3.84 0.116
H 0.95 6.01 -6.24 0.100
H 0.80 3.62 -6.91 0.104
H 0.93 1.85 -5.27 0.096
H 2.14 7.45 -1.56 0.118
H 0.52 9.17 -0.78 0.099
H -1.75 8.46 -0.09 0.104
H -2.37 6.09 -0.06 0.104
H -2.12 2.68 -1.43 0.055
H -2.74 4.24 -0.96 0.084
H -3.05 4.55 2.31 0.107
H -1.67 2.21 3.71 0.056
H -3.42 2.35 3.64 0.047
H -2.47 3.57 4.49 0.084
H -0.17 3.53 2.20 0.037
H -0.69 4.73 3.38 0.085
H -0.72 5.12 1.67 0.055
H -4.56 3.87 0.47 0.101
H -4.71 0.98 -0.55 0.047
H -4.30 2.35 -1.55 0.056
H -5.90 2.25 -0.83 0.081
H -5.01 1.28 2.04 0.077
H -6.29 2.38 1.51 0.078
H -5.10 2.94 2.67 0.058
H 2.71 -2.52 -2.91 0.089
H 0.59 -1.25 -4.72 0.077
H 1.45 -2.76 -4.98 0.081
H 2.33 -1.23 -5.08 0.065
H -0.26 -1.98 -2.40 0.011
H 0.89 -2.72 -1.26 0.040
H 0.46 -3.55 -2.76 0.087
S -2.57 -0.48 -1.96 0.402
C -3.41 -1.40 -0.75 -0.867
C -4.45 -2.28 -1.14 -0.122
C -5.16 -2.99 -0.19 -0.087
C -4.83 -2.84 1.16 -0.097
C -3.80 -1.99 1.47 -0.190
N -3.10 -1.29 0.56 -0.112
H -4.68 -2.37 -2.19 0.090
H -5.96 -3.66 -0.49 0.106
H -5.35 -3.39 1.93 0.099
H -3.49 -1.86 2.50 0.104
N -2.36 -7.26 3.38 0.167
C -2.85 -6.42 2.43 -0.493
O -3.97 -6.51 1.99 0.073
C -1.90 -5.35 1.95 -0.133
C -2.11 -4.82 0.68 0.012
C -1.26 -3.81 0.24 -0.137
N -0.27 -3.31 0.98 0.020
C -0.08 -3.83 2.19 -0.135
C -0.87 -4.84 2.72 -0.015
H -2.94 -8.04 3.63 0.111
H -1.37 -7.34 3.54 0.094
H -2.92 -5.17 0.07 0.125
H -1.40 -3.37 -0.74 0.096
H 0.73 -3.41 2.78 0.106
H -0.68 -5.19 3.73 0.109


17
Properties=species:S:1:pos:R:3:lowdin_charge:R:1 method="wB97M-V/def2-TZVPD" homo_lumo_gap_ev=8.1 energy_ha=-417.71597 fmax_ev_per_a=3.3 lumo_energy_ev=3.852 molar_mass_g_mol=117.13 charge=-1
C -0.34 1.40 -1.07 -0.334
N 0.31 2.49 -1.11 0.054
C 0.23 -0.02 -0.76 -0.386
C 1.51 0.01 0.09 -0.074
N -0.85 -0.75 -0.17 0.017
C -0.83 -2.19 -0.03 -0.809
O -1.92 -2.70 0.25 -0.087
O 0.29 -2.69 -0.22 -0.063
H -1.35 1.30 -1.50 0.111
H -0.97 0.94 2.78 0.023
H -0.05 2.05 -0.04 0.129
H -0.36 0.57 2.57 0.015
H 0.45 -0.38 -1.77 0.139
H 2.40 -0.32 -0.46 0.068
H 1.40 -0.54 1.01 0.059
H 1.74 1.06 0.30 0.043
H -1.66 -0.24 0.14 0.094


97
Properties=species:S:1:pos:R:3:lowdin_charge:R:1 method="wB97M-V/def2-TZVPD" homo_lumo_gap_ev="6.5 / 6.9" energy_ha=-2906.39526 fmax_ev_per_a=1.8 multiplicity=2 lumo_energy_ev="-3.669 / -3.266" molar_mass_g_mol=817.96 charge=+1
Ru -0.39 -1.07 0.26 1.006
C 1.88 -0.22 4.57 -0.074
C 1.15 -1.19 3.90 -0.080
C 1.45 -1.50 2.58 -0.154
C 2.46 -0.81 1.91 -0.389
C 3.23 0.12 2.61 -0.106
C 2.94 0.41 3.93 -0.066
P 2.52 -0.88 0.09 1.071
C 4.32 -0.86 -0.28 -0.377
C 4.74 -0.25 -1.46 -0.103
C 6.09 -0.25 -1.81 -0.077
C 7.02 -0.85 -0.98 -0.072
C 6.60 -1.45 0.21 -0.068
C 5.26 -1.46 0.56 -0.109
C 2.02 -2.62 -0.24 -0.409
C 2.86 -3.73 -0.27 -0.065
C 2.32 -4.98 -0.53 -0.064
C 0.97 -5.11 -0.82 -0.069
C 0.13 -4.01 -0.81 -0.099
C 0.65 -2.76 -0.50 -0.261
H 1.63 0.04 5.59 0.107
H 0.35 -1.72 4.41 0.104
H 0.92 -2.32 2.10 0.064
H 4.05 0.62 2.11 0.105
H 3.54 1.15 4.46 0.108
H 4.01 0.22 -2.11 0.087
H 6.40 0.22 -2.73 0.107
H 8.07 -0.85 -1.25 0.109
H 7.33 -1.92 0.86 0.110
H 4.95 -1.92 1.48 0.111
H 3.92 -3.61 -0.09 0.099
H 2.97 -5.85 -0.51 0.110
H 0.56 -6.09 -1.05 0.111
H -0.92 -4.13 -1.05 0.091
O -7.03 -5.97 0.30 0.130
C -6.11 -5.39 -0.49 -0.483
O -6.20 -5.49 -1.69 0.124
C -5.03 -4.60 0.17 -0.133
C -4.72 -4.67 1.53 -0.021
C -3.75 -3.85 2.07 -0.108
C -3.05 -2.95 1.27 -0.659
S -1.94 -1.83 2.02 0.662
C -3.31 -2.93 -0.11 -0.131
C -4.28 -3.75 -0.64 -0.006
H -6.85 -5.82 1.23 0.091
H -5.22 -5.37 2.18 0.115
H -3.52 -3.91 3.13 0.105
H -2.73 -2.27 -0.74 0.062
H -4.50 -3.73 -1.70 0.124
C -0.38 5.43 2.47 0.012
N -0.67 4.04 2.19 -0.053
N 0.10 3.26 1.36 0.068
C -0.26 1.94 1.51 -0.399
O 0.29 1.03 0.83 -0.170
C -1.31 1.93 2.47 0.055
C -1.51 3.22 2.87 -0.251
C -2.45 3.78 3.88 0.001
C 0.97 3.77 0.36 -0.196
C 0.55 4.80 -0.47 -0.025
C 1.40 5.27 -1.47 -0.069
C 2.65 4.69 -1.64 -0.072
C 3.05 3.65 -0.82 -0.059
C 2.22 3.19 0.19 -0.005
H 0.60 5.68 2.07 0.097
H -0.38 5.60 3.54 0.097
H -1.12 6.09 2.01 0.100
H -1.82 1.04 2.82 0.082
H -3.11 2.99 4.24 0.091
H -3.05 4.58 3.44 0.094
H -1.91 4.19 4.73 0.093
H -0.43 5.23 -0.35 0.115
H 1.08 6.08 -2.10 0.110
H 3.30 5.05 -2.43 0.109
H 4.03 3.20 -0.95 0.109
H 2.52 2.38 0.84 0.102
C -3.19 0.51 -4.92 -0.057
C -2.31 1.44 -4.09 -0.208
N -1.77 0.79 -2.91 -0.076
C -0.50 0.09 -3.11 -0.194
C 0.68 1.02 -2.82 -0.067
C -2.41 0.81 -1.73 -0.385
C -3.61 1.71 -1.61 0.013
N -2.05 0.09 -0.70 0.039
H -3.57 1.03 -5.79 0.084
H -4.04 0.15 -4.34 0.074
H -2.63 -0.36 -5.27 0.077
H -2.87 2.33 -3.81 0.106
H -1.47 1.77 -4.70 0.122
H -0.47 -0.25 -4.14 0.122
H -0.46 -0.79 -2.46 0.084
H 0.60 1.93 -3.42 0.077
H 1.62 0.52 -3.07 0.069
H 0.70 1.29 -1.77 0.042
H -3.31 2.74 -1.79 0.095
H -4.03 1.64 -0.61 0.088
H -4.38 1.44 -2.32 0.091
H -2.68 0.20 0.09 0.036


19
Properties=species:S:1:pos:R:3:lowdin_charge:R:1 method="wB97M-V/def2-TZVPD" homo_lumo_gap_ev=12.3 energy_ha=-198.87046 fmax_ev_per_a=1.8 smiles=CCC.CC lumo_energy_ev=1.131 molar_mass_g_mol=74.17
C -0.53 -3.14 0.73 -0.149
C -0.64 -1.89 -0.19 -0.168
H -0.70 -2.89 1.78 0.059
H -1.26 -3.88 0.43 0.055
H 0.48 -3.52 0.61 0.057
H -1.17 -1.01 0.15 0.039
H -1.02 -2.19 -1.16 0.065
H 0.40 -1.61 -0.37 0.054
C 0.03 1.55 -0.59 -0.322
C 1.14 2.55 -0.95 -0.120
C 0.00 1.38 0.92 -0.132
H -0.94 1.87 -1.00 0.100
H 0.14 0.62 -1.15 0.077
H 0.78 3.52 -0.78 0.050
H 1.45 2.55 -1.99 0.067
H -0.94 0.92 1.22 0.050
H 0.67 0.56 1.17 0.071
H 2.00 2.31 -0.34 0.073
H 0.11 2.30 1.49 0.074


15
Properties=species:S:1:pos:R:3:lowdin_charge:R:1 method="wB97M-V/def2-TZVPD" homo_lumo_gap_ev="6.7 / 7.2" energy_ha=-447.64926 fmax_ev_per_a=3.7 multiplicity=3 lumo_energy_ev="0.651 / -1.769" molar_mass_g_mol=86.21
C 0.33 1.81 1.00 -0.368
C 0.60 0.33 1.29 -0.356
C -2.37 -2.29 -0.53 -0.067
C 2.64 1.14 -1.60 -0.146
Si 1.70 1.12 -0.05 0.744
H -0.84 1.96 0.76 0.110
H 0.69 2.43 1.76 0.008
H 0.86 0.00 2.30 0.049
H -0.24 -0.30 1.01 0.017
H -2.55 -2.71 0.50 0.028
H -3.25 -2.52 -1.22 0.035
H -2.30 -1.29 -0.33 -0.056
H 2.42 1.99 -2.14 -0.046
H 3.67 0.97 -1.76 -0.012
H -1.36 -2.64 -0.99 0.056


15
Properties=species:S:1:pos:R:3:lowdin_charge:R:1 method="wB97M-V/def2-TZVPD" homo_lumo_gap_ev=11.0 energy_ha=-287.78673 fmax_ev_per_a=0.5 smiles="[H]/N=C/OCCC" lumo_energy_ev=1.084 molar_mass_g_mol=87.12
C 0.26 -1.65 -0.28 -0.111
C 0.19 -0.50 -1.30 -0.232
C 0.29 0.90 -0.72 -0.211
N 0.20 0.89 1.89 0.102
C -0.88 1.19 1.30 -0.314
O -0.93 1.23 -0.04 -0.072
H 0.16 -2.61 -0.80 0.068
H 1.22 -1.66 0.26 0.075
H -0.53 -1.58 0.46 0.064
H -0.76 -0.55 -1.84 0.108
H 0.99 -0.62 -2.04 0.110
H 0.38 1.67 -1.49 0.121
H 1.15 0.97 -0.06 0.104
H 0.11 0.89 2.90 0.049
H -1.85 1.44 1.76 0.138


27
Properties=species:S:1:pos:R:3:lowdin_charge:R:1 method="wB97M-V/def2-TZVPD" homo_lumo_gap_ev=6.6 energy_ha=-1387.40332 fmax_ev_per_a=3.8 lumo_energy_ev=5.651 molar_mass_g_mol=245.11 charge=-2
C -1.62 -0.46 -1.41 -0.101
C 0.32 -2.04 -0.98 -0.124
C 0.19 1.59 -1.70 -0.084
C -0.21 -0.97 -1.87 -0.418
C 0.80 0.21 -2.00 -0.424
N 1.97 0.10 -2.50 0.082
O 0.41 1.88 1.01 -0.491
O 0.25 0.15 4.53 -0.361
O 0.12 -0.42 2.11 -0.477
O 2.22 1.04 2.54 -0.373
O -1.82 -1.06 3.55 -0.398
O -1.51 1.32 3.02 -0.165
P 1.17 0.62 1.20 0.617
P -0.75 -0.03 3.46 0.069
H -1.99 0.23 -2.20 0.066
H -2.28 -1.29 -1.03 0.093
H -1.55 0.17 -0.51 0.076
H 1.35 -2.17 -1.34 0.063
H -0.36 -2.97 -1.12 0.099
H 0.18 -1.60 0.05 0.049
H 0.63 2.30 -2.39 0.064
H 0.55 1.96 -0.73 0.005
H -0.91 1.43 -1.67 0.040
H -0.27 -1.49 -2.90 0.138
H 1.77 0.78 3.39 -0.014
H 2.27 -0.81 -2.85 0.023
H -0.92 1.55 2.34 -0.054


58
Properties=species:S:1:pos:R:3:lowdin_charge:R:1 method="wB97M-V/def2-TZVPD" homo_lumo_gap_ev=9.8 energy_ha=-1242.10402 fmax_ev_per_a=0.3 smiles="C[C@@H]1CCOC[C@H]1C(=O)N(C)CCCCC(=O)N1CCc2c(nnn2C)C1" lumo_energy_ev=0.604 molar_mass_g_mol=377.49
C 1.20 2.97 3.02 -0.050
C -0.26 2.65 3.30 -0.341
C -0.47 2.17 4.73 -0.142
C -1.92 1.76 4.97 -0.205
O -2.32 0.76 4.05 -0.119
C -2.24 1.22 2.72 -0.156
C -0.80 1.59 2.34 -0.195
C -0.81 2.12 0.91 -0.428
O -1.17 3.26 0.69 0.060
N -0.43 1.27 -0.09 -0.089
C -0.40 1.76 -1.46 -0.027
C 0.03 -0.09 0.12 -0.174
C 1.53 -0.19 0.38 -0.165
C 1.98 -1.65 0.59 -0.177
C 2.83 -1.82 1.85 -0.115
C 3.19 -3.27 2.07 -0.451
O 2.43 -4.01 2.68 0.061
N 4.37 -3.74 1.55 -0.043
C 4.62 -5.17 1.66 -0.132
C 4.05 -5.92 0.45 -0.083
C 4.52 -5.17 -0.75 -0.175
C 5.03 -3.89 -0.74 -0.230
N 5.38 -3.55 -2.00 0.054
N 5.09 -4.53 -2.79 0.027
N 4.58 -5.53 -2.05 -0.138
C 4.22 -6.78 -2.67 -0.001
C 5.13 -3.06 0.50 -0.080
H 1.82 2.08 3.17 0.077
H 1.34 3.33 2.00 0.083
H 1.56 3.74 3.71 0.082
H -0.85 3.56 3.14 0.148
H 0.17 1.31 4.93 0.126
H -0.19 2.96 5.44 0.123
H -2.06 1.34 5.96 0.124
H -2.58 2.64 4.86 0.128
H -2.62 0.42 2.09 0.134
H -2.87 2.11 2.58 0.140
H -0.19 0.69 2.44 0.133
H -0.74 2.79 -1.46 0.084
H 0.61 1.72 -1.86 0.090
H -1.06 1.16 -2.09 0.092
H -0.52 -0.56 0.93 0.120
H -0.22 -0.66 -0.78 0.130
H 2.08 0.27 -0.45 0.117
H 1.77 0.40 1.27 0.098
H 1.11 -2.30 0.69 0.121
H 2.53 -2.00 -0.29 0.112
H 3.71 -1.18 1.81 0.116
H 2.25 -1.52 2.72 0.127
H 5.70 -5.31 1.70 0.134
H 4.18 -5.53 2.58 0.123
H 4.40 -6.95 0.44 0.121
H 2.96 -5.94 0.51 0.127
H 3.55 -7.32 -2.01 0.087
H 3.71 -6.57 -3.61 0.089
H 5.11 -7.38 -2.87 0.091
H 4.73 -2.07 0.32 0.109
H 6.18 -2.94 0.81 0.133